(1)
Here is one molecule with the formula C8H19NO at a distorted geometry from the OMol25 dataset. Energies are from ωB97M-V/def2-TZVPD.

CARTESIAN COORDINATES (ANGSTROEM)
1 C -2.42076 -0.19162 1.20459
2 C -1.33179 -0.59872 0.21092
3 C -1.98702 -0.71209 -1.16612
4 C -0.06386 0.40815 0.24058
5 C -0.20438 1.54988 -0.76215
6 C 0.12315 1.00939 1.63719
7 C 1.17423 -0.44899 -0.04248
8 C 1.25262 -1.24351 -1.33862
9 O 2.31507 0.51201 -0.04818
10 N 3.54560 -0.12643 0.27576
11 H -3.28216 -0.84784 1.08494
12 H -2.75159 0.82859 1.02222
13 H -2.08833 -0.27583 2.23492
14 H -0.97478 -1.59180 0.50521
15 H -2.73336 -1.50609 -1.14794
16 H -2.49723 0.21376 -1.42150
17 H -1.27688 -0.94409 -1.95154
18 H 0.65441 2.20939 -0.66687
19 H -0.23645 1.19221 -1.78599
20 H -1.10657 2.12143 -0.55579
21 H -0.67083 1.71192 1.87246
22 H 0.14542 0.23338 2.39942
23 H 1.08361 1.52147 1.66767
24 H 1.32074 -1.14037 0.79981
25 H 1.00468 -0.62923 -2.19986
26 H 2.28340 -1.57779 -1.44671
27 H 0.59608 -2.10723 -1.30622
28 H 4.22372 0.12187 -0.44303
29 H 3.90328 0.30820 1.12732

Forces on the atoms, in the same order (eV/Å):
0.1472 -0.2121 -0.0491
0.4593 0.9138 0.0272
0.1472 -0.1325 0.1527
-0.8164 -1.0323 0.0533
0.1097 -0.1877 0.1405
0.1480 -0.1328 -0.1744
1.3847 0.5629 -0.1657
0.0110 0.2873 0.3127
-0.3158 -0.4416 0.1604
0.0420 -0.3751 0.0746
-0.0925 -0.0141 -0.0056
-0.0655 0.1418 0.0056
-0.0024 0.0783 0.1086
0.1141 0.0545 0.0136
-0.0592 -0.0347 -0.0169
-0.0453 0.1031 -0.0767
0.0550 -0.0022 -0.1522
0.0202 0.1199 -0.0114
-0.0796 0.0174 -0.1599
-0.1228 0.0820 -0.0413
-0.0542 0.0900 0.0821
-0.0551 -0.0996 0.1263
-0.0840 0.1355 0.0417
0.0694 0.2034 -0.0591
-0.0415 0.0604 -0.0954
-0.0289 -0.1577 -0.0073
-0.0545 -0.1529 -0.0717
-0.3906 0.0698 -0.1330
-0.3994 0.0552 -0.0798

Its SMILES is CC(C)C(C)(C)[C@@H](C)ON. The LUMO energy is 0.035 Eh. The value obtained for the frontier orbital gap is 0.3847 hartree. The calculation puts the HOMO energy at -9.507 eV. For the largest force on an atom, the calculation gives 1.5 eV/Å.



(2)
Here is C2H5Cl2P as an isolated structure at a distorted geometry from the OMol25 dataset. Energies are from ωB97M-V/def2-TZVPD.

CARTESIAN COORDINATES (ANGSTROEM)
1 C -0.58838 -1.02858 0.19699
2 C -1.33573 0.23682 -0.01032
3 P 1.83320 1.42597 0.28089
4 Cl -1.55648 0.76765 -1.59672
5 Cl -0.75556 1.57126 0.92797
6 H 0.39161 -0.91661 -0.40803
7 H -0.22313 -1.13066 1.29332
8 H -1.06733 -1.94975 -0.38830
9 H 1.08995 0.85316 -0.83131
10 H 2.21184 0.17073 0.53552

Forces on the atoms, in the same order (eV/Å):
1.4008 -1.5348 -0.9681
0.5005 0.4224 0.7815
0.1353 1.5869 -1.5080
-0.5690 -0.2189 -1.1725
-1.0345 -0.5046 0.7585
-1.2272 -0.1205 0.9270
-1.1705 -0.3451 -1.8891
0.6412 1.8446 1.9411
0.5894 0.7965 0.2895
0.7342 -1.9264 0.8402

The LUMO energy (spin up / spin down) is -0.027 / -0.022 Eh. The value obtained for the frontier orbital gap (spin up / spin down) is 0.2596 / 0.2932 hartree. The calculation puts the HOMO energy (spin up / spin down) at -7.795 / -8.569 eV. For the largest force on an atom, the calculation gives 2.8 eV/Å.



(3)
Here is C35H43F4Zr as an isolated structure at a distorted geometry from the OMol25 dataset. Energies are from ωB97M-V/def2-TZVPD.

CARTESIAN COORDINATES (ANGSTROEM)
1 C 3.61963 -1.24061 0.28306
2 C 2.41466 -2.11702 0.21373
3 C 2.14141 -3.05904 -0.83592
4 C 3.02742 -3.32241 -2.00181
5 C 1.12974 -3.95557 -0.37508
6 C 0.69303 -5.18112 -1.08770
7 C 0.76624 -3.58013 0.94543
8 C 0.04121 -4.43931 1.91611
9 C 1.48414 -2.38377 1.28546
10 C 1.54845 -1.78913 2.64880
11 Zr 0.45149 -0.95251 -0.61522
12 C 1.11383 1.03219 0.19537
13 C 1.06623 -0.64209 -2.69957
14 C -1.80650 -0.35311 -1.13407
15 C -1.82285 0.81129 -2.06369
16 C -1.91837 -1.74606 -1.49022
17 C -2.12357 -2.24848 -2.88181
18 C -2.21562 -2.46587 -0.29083
19 C -2.71284 -3.85655 -0.25905
20 C -2.13680 -1.57711 0.80638
21 C -2.42713 -1.87907 2.23108
22 C -1.89621 -0.26076 0.30340
23 C -2.10461 0.99194 1.08054
24 H 4.53758 -1.81328 0.08506
25 H 3.59182 -0.43643 -0.46324
26 H 3.73187 -0.77413 1.26708
27 H 3.67012 -4.20003 -1.82190
28 H 2.43991 -3.53516 -2.90557
29 H 3.68508 -2.47152 -2.20258
30 H 1.23950 -6.07127 -0.73221
31 H -0.38092 -5.35346 -0.93660
32 H 0.87049 -5.08216 -2.16846
33 H 0.74101 -5.13286 2.40951
34 H -0.44582 -3.85698 2.70666
35 H -2.81864 -4.23480 0.76491
36 H 2.26508 -2.31320 3.30456
37 H 1.85449 -0.73558 2.61973
38 H 0.56856 -1.82547 3.14206
39 H 0.33819 1.77436 0.42636
40 H 1.70916 0.94393 1.11995
41 H 1.78331 1.50602 -0.55074
42 H 0.31704 -0.82172 -3.48275
43 H 1.34370 0.42411 -2.79177
44 H 1.95224 -1.22243 -3.00217
45 H -2.69133 1.45714 -1.87443
46 H -0.93275 1.43936 -1.93865
47 H -1.85958 0.49696 -3.11474
48 H -2.93516 -1.70254 -3.38579
49 H -1.22780 -2.12552 -3.49934
50 H -2.37974 -3.31308 -2.88452
51 H -3.69697 -3.94377 -0.74919
52 H -2.02331 -4.51525 -0.80013
53 H -0.72448 -5.05765 1.42688
54 H -3.33874 -1.36352 2.57300
55 H -2.56354 -2.95420 2.40305
56 H -1.60339 -1.53668 2.87570
57 H -3.15428 1.10353 1.40046
58 H -1.48757 0.99721 1.98926
59 H -1.84857 1.87760 0.48687
60 F -2.48705 3.94281 -2.79624
61 C -1.16252 4.18873 -2.47754
62 C -0.23909 4.18987 -3.51910
63 C 1.09553 4.38084 -3.14225
64 F 2.04723 4.38659 -4.13362
65 C 1.49673 4.54215 -1.83136
66 C 0.54035 4.48653 -0.76393
67 C 1.05081 4.56044 0.55989
68 C 0.39928 4.61887 1.82324
69 C 1.20268 4.94384 2.96594
70 C 0.63926 4.99260 4.22814
71 F 1.44536 5.28645 5.30395
72 C -0.71287 4.73238 4.47467
73 C -1.48642 4.43431 3.35881
74 F -2.81460 4.11272 3.55528
75 C -0.99204 4.39052 2.05906
76 C -0.83574 4.37566 -1.13996
77 H -0.53606 4.05271 -4.55084
78 H 2.54329 4.71812 -1.58772
79 H 2.13624 4.69481 0.61298
80 H 2.25854 5.16343 2.81880
81 H -1.13000 4.75379 5.47674
82 H -1.67984 4.17489 1.25211
83 H -1.63863 4.46373 -0.41778

Forces on the atoms, in the same order (eV/Å):
0.3751 0.4813 -0.2065
-0.4541 -1.0369 0.0989
-0.0346 0.3029 1.1367
0.0427 -0.0633 -0.4416
0.2453 1.0442 0.8065
-0.2719 -0.2802 -0.3534
0.8208 0.7844 -0.8605
-0.6503 -0.1614 0.1381
0.6084 -0.7752 -0.7245
-0.0502 0.3905 0.5212
-1.1438 -1.5006 1.2395
0.1832 0.0375 0.1410
0.4466 0.0151 -1.0131
-0.6619 -0.6342 0.8428
0.1470 0.3692 -0.3299
-0.4242 0.9352 0.7133
0.1072 -0.1328 -0.3554
0.5218 1.1032 0.0455
0.1028 -0.7750 -0.0298
0.2161 0.1304 -1.0726
0.0346 -0.0905 0.5313
-0.0967 -0.4202 -1.2095
0.1825 0.3333 0.3221
-0.1995 0.0270 0.0786
0.1229 0.0294 0.1376
-0.0984 -0.0437 -0.1863
-0.1538 0.1971 0.0169
0.2256 0.1098 0.0687
-0.1185 -0.1116 -0.0681
-0.1630 0.1982 -0.1213
0.3901 -0.1879 -0.0840
-0.0749 -0.1251 0.2727
-0.0869 0.1787 -0.1126
0.0746 -0.1155 -0.1500
0.0323 0.0502 -0.2555
-0.1816 0.0479 -0.2132
-0.0947 -0.2254 0.0252
0.2228 0.0326 -0.0384
0.1407 -0.1424 -0.1675
-0.0856 -0.0445 -0.1684
-0.2117 -0.1430 0.2071
0.0384 0.0544 0.2021
-0.0926 -0.1841 0.0893
-0.1538 0.2008 0.0951
0.1783 -0.1228 -0.0351
-0.1200 0.1297 -0.1365
0.0407 0.0410 0.2554
0.1298 -0.1442 0.1297
-0.1577 -0.0767 0.0058
0.0274 0.1360 -0.0015
0.2492 0.0724 0.1229
-0.3159 -0.0296 0.1448
0.1470 0.1496 0.1394
0.2169 -0.1024 -0.0809
0.0198 0.2735 -0.0069
-0.2655 -0.0830 -0.0565
0.2272 -0.1117 -0.1207
-0.1254 0.2073 -0.1403
-0.0079 -0.1854 0.1908
0.7820 0.3665 0.1534
0.0887 -0.0274 0.2466
-0.1346 -0.0870 0.0059
0.0615 0.0359 0.5879
-0.4269 0.0742 0.3672
-0.2297 -0.1931 -0.5970
0.0915 0.1548 0.4364
-0.0012 0.3645 -0.0794
-0.0364 0.1431 -0.2696
-0.3819 -0.0785 0.5656
0.2007 -0.1623 -0.6456
-0.4094 -0.0802 -0.4499
-0.1230 0.0132 0.2109
0.2326 -0.2028 -0.4498
0.7186 0.3250 -0.0621
-0.1029 0.0686 0.6242
-0.0740 -0.1593 -0.5472
0.0470 -0.0478 0.1109
-0.1991 -0.1476 -0.1669
-0.3060 -0.0415 -0.0227
-0.2145 -0.0650 0.1567
0.0876 -0.0185 -0.2005
0.1304 -0.0948 0.4132
0.1761 -0.1533 -0.3671

The LUMO energy is 0.087 Eh. The value obtained for the frontier orbital gap is 0.1897 hartree. The calculation puts the HOMO energy at -2.787 eV. The charge is -1. For the largest force on an atom, the calculation gives 2.3 eV/Å.